88
Properties=species:S:1:pos:R:3:forces:R:3:mulliken_charge:R:1 method="wB97M-V/def2-TZVPD" total_charge=-1 orbital_gap_ev="1.853 / 5.726" energy_ha=-3145.2149 lumo_energy_ev="2.436 / 2.407" multiplicity=4
Ni -0.3639 -1.2253 -0.2755 -0.17 0.18 0.74 3.4318
C 4.1139 0.6841 -1.1338 -0.43 0.30 -0.98 -1.5068
C 3.7538 0.9910 0.3212 0.33 -0.43 1.79 1.4378
C 4.6426 2.1319 0.9905 -0.45 0.68 -1.27 -1.2815
C 4.1080 3.5328 0.7769 -0.45 -1.71 -0.31 -0.9942
C 2.6098 3.5646 1.1889 3.23 0.94 -0.47 -1.2256
C 1.6995 2.5557 0.5005 0.61 0.49 -0.57 1.9614
N 2.2635 1.1908 0.6025 1.03 -0.57 1.05 -0.0115
O 1.4459 0.1000 0.1295 0.65 0.66 -0.25 0.4455
C 1.4879 3.0224 -0.9992 -1.08 -1.29 0.89 -1.3012
C 0.4269 2.6875 1.3338 -1.39 -0.68 -0.62 -1.4653
C 4.3752 -0.2154 1.1419 -1.31 -1.37 0.15 -1.7211
H 3.9993 1.5029 -1.8441 0.37 0.66 0.30 0.3403
H 3.4297 -0.0124 -1.6185 -0.28 -0.51 0.71 -0.0812
H 5.1125 0.2651 -1.2572 0.15 0.13 0.19 0.4497
H 5.5915 2.1815 0.4564 0.42 -0.80 0.24 0.3630
H 4.8218 1.9899 2.0562 -0.17 -0.48 -0.03 0.4745
H 4.2846 3.6958 -0.2862 -0.49 0.58 -0.22 0.3971
H 4.7269 4.2473 1.3196 -0.21 0.20 0.14 0.4292
H 2.5100 4.6171 0.9234 -1.78 0.08 0.25 0.3341
H 2.6613 3.4422 2.2708 -0.56 -0.02 0.14 0.4219
H 0.9839 3.9830 -1.1049 0.63 0.39 0.09 0.5218
H 0.7476 2.3444 -1.4239 0.01 -0.40 -0.02 -0.2650
H 2.3867 2.8551 -1.5928 0.03 0.61 0.12 0.1733
H 0.4405 2.2746 2.3425 0.80 -0.08 0.02 0.4116
H -0.3880 2.1428 0.8569 -0.12 0.03 -0.28 -0.4763
H 0.0979 3.7210 1.4420 0.16 0.18 -0.25 0.5264
H 4.0379 -1.2043 0.8317 -0.28 0.02 -0.70 0.0169
H 4.1005 -0.2824 2.1946 -0.26 0.85 0.20 0.4352
H 5.4587 -0.3342 1.1427 0.20 0.75 -0.44 0.4679
C -3.6837 -3.4811 0.7805 -0.93 -0.48 0.08 -1.2348
C -3.0134 -3.3522 -0.5868 1.47 1.35 -0.45 0.3152
C -4.0062 -2.9042 -1.6880 -0.91 0.49 1.35 -1.4756
O -1.8997 -2.4898 -0.5686 -0.49 -0.56 -0.18 -0.6983
H -3.1169 -3.7243 1.6793 0.96 0.21 -0.41 0.2297
H -4.3535 -4.3398 0.7341 -0.57 -0.04 -0.12 0.4673
H -4.2778 -2.6085 1.0522 -0.09 0.25 -0.20 0.1933
H -2.7905 -4.3626 -0.9296 0.86 -0.61 0.26 0.1226
H -4.5227 -2.0425 -1.2652 0.17 0.69 -0.39 0.2191
H -4.8478 -3.5869 -1.8054 0.12 -0.59 -0.21 0.3956
H -3.5698 -2.6724 -2.6595 0.23 -0.05 0.28 0.2527
C -2.8559 -1.6165 5.6681 -0.91 1.23 0.72 -0.8776
O -2.0101 -1.4442 4.5943 2.57 -0.97 -0.41 -0.2968
C -2.3122 -0.6319 3.4631 -1.92 0.65 1.43 -1.0036
C -1.1437 -0.2080 2.5922 0.86 -1.88 1.09 0.4250
O -0.6049 -1.3353 1.8468 0.01 0.95 0.76 -0.0879
C 0.1686 -2.2889 2.5810 0.53 -2.08 -0.74 -0.9290
C 1.3836 -2.7735 1.7300 -1.11 1.10 1.54 -0.4821
O 0.9437 -2.8203 0.3984 0.22 0.27 1.30 -0.1959
C 2.0196 -3.2700 -0.3556 -0.17 0.44 -1.44 -0.7110
H -2.4057 -2.1822 6.4838 0.25 -0.88 -0.72 0.2959
H -3.8637 -1.9464 5.4158 0.00 -0.60 -0.22 0.3144
H -3.0373 -0.7112 6.2475 -0.06 0.98 -0.33 0.3257
H -2.7111 0.2806 3.9060 -0.14 0.64 -0.21 0.5662
H -3.1777 -1.1176 3.0122 0.25 0.05 -0.98 0.2479
H -0.3448 0.1073 3.2633 0.07 0.22 0.14 0.3587
H -1.3539 0.6539 1.9589 -0.27 -0.60 -0.35 -0.4589
H -0.4286 -3.1870 2.7387 -0.60 0.02 -0.36 0.2966
H 0.4980 -2.1331 3.6083 -0.08 1.42 -0.09 0.4472
H 1.7556 -3.7431 2.0610 -0.64 -0.64 0.06 0.6271
H 2.2717 -2.1754 1.9339 -0.12 0.87 -0.81 0.0397
H 2.8763 -2.6100 -0.2195 0.17 -0.07 0.03 0.0712
H 1.6410 -3.1198 -1.3666 0.61 -0.72 -0.23 0.0653
H 2.2342 -4.2957 -0.0556 0.21 -0.18 -0.40 0.3653
C 0.1342 -1.5585 -3.2699 -1.06 0.65 -2.70 -0.5661
O 0.2990 -1.3768 -2.1056 1.28 0.26 1.63 -1.1287
N 0.2703 -0.6049 -4.2240 0.00 0.43 -0.86 2.1099
C -0.4080 -0.7572 -5.5093 -0.62 -0.62 0.03 -2.1872
C 0.9230 0.6906 -4.0840 1.06 0.44 0.84 -1.3162
H -0.2116 -2.5148 -3.6921 -0.07 0.00 0.11 0.3700
H -1.1659 -0.0034 -5.7227 0.30 0.74 0.43 0.8295
H -1.0696 -1.6229 -5.4794 0.48 -0.50 -0.07 0.1533
H 0.2652 -0.7830 -6.3662 0.18 -0.16 0.11 0.3094
H 0.3279 1.5148 -3.6906 -0.66 -0.14 -0.35 0.4241
H 1.7826 0.7221 -3.4146 -0.09 -0.86 0.48 -0.3095
H 1.4011 1.0039 -5.0121 -0.61 -0.19 -0.38 0.3842
C -1.9897 1.3340 -1.5437 0.61 0.37 -0.98 1.2308
O -1.5172 0.4760 -0.8177 -0.21 -0.38 0.66 -2.5137
N -2.9545 2.1938 -1.2440 -1.32 0.54 0.08 2.1162
C -3.7736 1.9633 -0.0783 -0.63 -0.31 1.04 -0.9775
C -3.3627 3.2281 -2.2381 0.82 0.01 1.25 -2.6183
H -1.6406 1.5499 -2.5653 0.40 -0.38 0.03 0.0577
H -3.2968 1.3423 0.6801 0.46 -0.20 -0.47 -0.4143
H -4.7011 1.4445 -0.3203 -0.10 -0.07 -0.33 0.5188
H -4.0752 2.8336 0.5045 0.26 0.60 -0.59 0.3702
H -4.2923 3.0817 -2.7882 0.10 -0.61 0.04 0.6463
H -3.4733 4.1509 -1.6686 -0.04 0.17 -0.03 0.4300
H -2.4976 3.3749 -2.8847 -0.28 -0.01 -0.34 0.1810